Computed, not measured: C30H24F3NO5S2Si in the gas phase in a non-equilibrium geometry, with the ωB97M-V functional and the def2-TZVPD basis.

Calculated total energy   -2973.93198 hartree
Net charge   0
ΔE to the lowest compared entry with this formula, charge and spin   99.65 kJ/mol
Lowest unoccupied orbital energy   -0.52 eV
Orbital gap   6.20 eV

Each line ends with the natural charge from an NBO analysis.
Cartesian coordinates (Å):
C 1.36 3.80 0.58  -0.197
C 0.95 3.20 -0.61  -0.245
C 0.36 1.93 -0.60  -0.122
C 0.17 1.24 0.62  -0.565
Si -0.60 -0.45 0.62  1.926
C -1.87 -0.52 -0.73  -0.583
C -2.57 0.64 -1.10  -0.184
C -3.39 0.64 -2.23  -0.210
C -3.55 -0.53 -2.99  -0.192
C -2.89 -1.70 -2.59  -0.241
C -2.06 -1.69 -1.47  -0.110
C 0.71 -1.73 0.35  -0.561
C 1.32 -1.85 -0.91  -0.124
C 2.29 -2.83 -1.13  -0.235
C 2.67 -3.70 -0.10  -0.201
C 2.08 -3.57 1.16  -0.197
C 1.11 -2.58 1.39  -0.191
O -1.25 -0.95 2.17  -0.746
C -2.37 -0.74 2.77  0.919
C -2.92 -1.68 3.80  -0.530
C -4.42 -1.47 3.59  -0.478
C -4.58 -0.27 2.70  -0.057
O -3.18 0.19 2.38  -0.463
C 0.67 1.82 1.78  -0.187
C 1.21 3.10 1.79  -0.213
H 1.80 4.80 0.58  0.218
H 1.09 3.72 -1.56  0.217
H 0.04 1.48 -1.54  0.205
H -2.45 1.56 -0.52  0.227
H -3.90 1.56 -2.53  0.218
H -4.19 -0.53 -3.87  0.221
H -3.02 -2.62 -3.16  0.220
H -1.54 -2.61 -1.17  0.215
H 1.03 -1.17 -1.72  0.204
H 2.76 -2.91 -2.12  0.217
H 3.42 -4.47 -0.28  0.219
H 2.36 -4.24 1.97  0.219
H 0.67 -2.48 2.38  0.229
H -2.61 -2.71 3.47  0.273
H -4.82 -2.35 3.06  0.225
H -4.95 -1.35 4.54  0.279
H -5.03 -0.55 1.74  0.206
H -5.10 0.57 3.16  0.221
H 0.64 1.26 2.72  0.254
H 1.52 3.55 2.73  0.220
F -2.14 -2.86 8.01  -0.344
C -2.06 -1.59 7.56  0.821
F -2.99 -0.84 8.15  -0.339
F -0.83 -1.10 7.82  -0.352
S -2.22 -1.68 5.39  0.293
N -2.61 0.36 5.71  -0.896
C -3.90 0.87 5.75  0.652
O -4.90 0.27 6.16  -0.581
C -3.85 2.21 5.11  -0.161
C -2.58 2.53 4.67  -0.232
C -2.35 3.52 3.72  -0.210
C -3.47 4.20 3.22  -0.192
C -4.76 3.91 3.69  -0.208
C -4.96 2.91 4.64  -0.172
S -1.40 1.37 5.27  2.328
O -0.67 1.89 6.39  -0.889
O -0.69 0.77 4.18  -0.966
H -1.33 3.72 3.40  0.238
H -3.33 4.96 2.45  0.224
H -5.61 4.46 3.29  0.223
H -5.95 2.64 5.02  0.241


Computed, not measured: a molecular structure, C48H33F5N4O5PdSSe in a non-equilibrium geometry, with the ωB97M-V functional and the def2-TZVPD basis.

Calculated total energy   -5870.79667 hartree
Spin multiplicity   5
Net charge   0
ΔE to the lowest compared entry with this formula, charge and spin   0.00 kJ/mol
Lowest unoccupied orbital energy (alpha / beta)   -1.08 / -4.62 eV
Orbital gap (alpha / beta)   7.27 / 3.96 eV

Each line ends with the Löwdin charge.
Cartesian coordinates (Å):
Pd -0.02 -0.02 0.20  0.903
O 1.12 -0.77 -1.40  -0.246
C 1.11 -0.23 -2.66  -0.462
C -0.39 -0.05 -3.12  -0.032
C -1.00 1.21 -2.57  -0.248
C -1.52 2.17 -3.43  -0.017
C -2.10 3.31 -2.89  -0.031
C -2.09 3.49 -1.52  0.000
C -1.53 2.51 -0.71  -0.233
C -1.44 2.67 0.77  -0.074
C 0.05 2.85 1.25  -0.459
O 0.86 1.85 0.73  -0.189
C 0.02 2.71 2.79  -0.130
C -0.03 1.44 3.35  -0.058
C -0.01 1.26 4.72  -0.075
C 0.07 2.36 5.56  -0.095
C 0.13 3.63 5.02  -0.079
C 0.10 3.81 3.64  -0.016
C 0.59 4.22 0.84  -0.153
C 1.96 4.34 0.64  -0.020
C 2.53 5.54 0.27  -0.073
C 1.74 6.67 0.11  -0.090
C 0.38 6.58 0.34  -0.081
C -0.20 5.36 0.70  -0.054
N -1.04 1.39 -1.25  0.115
C 1.87 1.11 -2.76  -0.139
C 2.79 1.43 -1.77  -0.021
C 3.53 2.60 -1.86  -0.085
C 3.34 3.48 -2.92  -0.091
C 2.42 3.16 -3.91  -0.072
C 1.69 1.98 -3.83  -0.053
C 1.84 -1.22 -3.61  -0.120
C 2.41 -2.37 -3.07  -0.019
C 3.13 -3.25 -3.86  -0.078
C 3.31 -2.99 -5.21  -0.095
C 2.76 -1.85 -5.75  -0.080
C 2.02 -0.97 -4.97  -0.034
H -0.93 -0.92 -2.72  0.128
H -0.46 -0.06 -4.20  0.115
H -1.48 2.03 -4.50  0.116
H -2.56 4.04 -3.54  0.113
H -2.53 4.37 -1.07  0.114
H -1.83 1.79 1.26  0.024
H -2.03 3.52 1.10  0.118
H -0.05 0.57 2.70  0.046
H -0.07 0.26 5.14  0.103
H 0.11 2.22 6.64  0.100
H 0.19 4.49 5.67  0.102
H 0.17 4.81 3.23  0.109
H 2.57 3.45 0.78  0.111
H 3.60 5.60 0.12  0.104
H 2.18 7.61 -0.17  0.100
H -0.25 7.45 0.24  0.101
H -1.26 5.35 0.89  0.104
H 2.92 0.76 -0.94  0.112
H 4.26 2.83 -1.10  0.103
H 3.91 4.40 -2.98  0.100
H 2.26 3.83 -4.75  0.102
H 0.99 1.76 -4.62  0.096
H 2.28 -2.56 -2.01  0.096
H 3.56 -4.14 -3.41  0.099
H 3.88 -3.67 -5.82  0.100
H 2.90 -1.62 -6.80  0.102
H 1.61 -0.08 -5.43  0.099
O 0.10 -8.11 -2.81  -0.149
S 1.13 -8.97 -2.29  0.510
O 2.16 -9.27 -3.27  -0.150
O 0.62 -10.14 -1.61  -0.150
C 2.01 -8.02 -0.96  -0.367
N 2.98 -8.68 -0.36  0.122
C 3.61 -8.01 0.60  -0.082
C 3.26 -6.71 0.94  0.030
C 2.19 -6.13 0.26  -0.185
N 1.58 -6.82 -0.71  0.165
C 1.69 -4.76 0.52  -0.135
C 0.64 -4.27 -0.26  0.015
C 0.17 -2.99 -0.02  -0.171
N 0.66 -2.20 0.94  -0.007
C 1.66 -2.67 1.68  -0.098
C 2.20 -3.93 1.51  0.006
H 4.41 -8.53 1.10  0.120
H 3.80 -6.18 1.71  0.108
H 0.21 -4.90 -1.02  0.121
H -0.64 -2.59 -0.62  0.092
H 2.03 -2.01 2.46  0.120
H 3.00 -4.25 2.15  0.106
F -6.20 -4.86 -0.53  0.144
C -5.29 -3.96 -0.18  -0.131
C -4.13 -4.38 0.46  -0.141
F -3.94 -5.67 0.71  0.130
C -3.21 -3.44 0.87  -0.260
F -2.12 -3.85 1.53  0.085
C -3.39 -2.08 0.63  -0.484
Se -2.26 -0.76 1.39  0.889
C -4.54 -1.70 -0.06  -0.259
F -4.74 -0.41 -0.32  0.086
C -5.49 -2.62 -0.46  -0.142
F -6.60 -2.23 -1.09  0.130


Computed, not measured: C4H7N3O in the gas phase in a non-equilibrium geometry, with the ωB97M-V functional and the def2-TZVPD basis.

Calculated total energy   -395.95040 hartree
Net charge   0
ΔE to the lowest compared entry with this formula, charge and spin   519.87 kJ/mol
Lowest unoccupied orbital energy   0.89 eV
SMILES string   NN1C=N[C@@H]2[C@H](O)[C@@H]21
Orbital gap   9.12 eV

Each line ends with the natural charge from an NBO analysis.
Cartesian coordinates (Å):
N 1.81 0.31 0.87  -0.681
N 0.79 -0.60 0.52  -0.270
C 0.70 -1.14 -0.73  0.256
N -0.51 -1.24 -1.38  -0.482
C -1.39 -0.71 -0.16  -0.133
C -1.05 0.84 0.09  0.030
O -0.18 1.50 -0.74  -0.688
C -0.53 -0.23 1.00  -0.085
H 1.58 1.28 0.33  0.383
H 2.86 -0.10 0.64  0.375
H 1.67 -1.12 -1.20  0.186
H -2.51 -0.89 -0.22  0.235
H -1.85 1.27 0.62  0.176
H -0.57 1.19 -1.53  0.492
H -0.82 -0.36 1.90  0.204


Computed, not measured: a molecular structure, C4H19FeN4O6 in a non-equilibrium geometry, with the ωB97M-V functional and the def2-TZVPD basis.

Calculated total energy   -2097.46771 hartree
Spin multiplicity   6
Net charge   +2
ΔE to the lowest compared entry with this formula, charge and spin   42.29 kJ/mol
Lowest unoccupied orbital energy (alpha / beta)   -5.79 / -8.64 eV
Orbital gap (alpha / beta)   10.38 / 6.68 eV

Each line ends with the natural charge from an NBO analysis.
Cartesian coordinates (Å):
Fe -1.49 -8.58 16.47  1.893
C 1.07 -5.45 15.23  -0.618
C -0.53 -5.48 15.44  -0.074
O -1.01 -6.45 16.34  -0.664
H 1.35 -4.50 14.78  0.254
H 1.20 -6.34 14.62  0.177
H 1.55 -5.65 16.19  0.218
H -0.95 -5.64 14.45  0.164
H -0.91 -4.56 15.90  0.209
C -1.16 -8.51 19.70  0.815
O -1.36 -8.94 18.51  -0.837
N -2.07 -7.89 20.38  -0.761
N -0.07 -8.83 20.36  -0.769
H -1.77 -7.69 21.32  0.416
H -3.02 -8.07 20.09  0.428
H 0.69 -9.32 19.92  0.426
H 0.18 -8.32 21.19  0.413
C -2.77 -8.52 13.31  0.796
O -2.42 -8.58 14.47  -0.794
N -2.19 -7.77 12.43  -0.778
N -3.77 -9.07 12.69  -0.791
H -1.32 -7.27 12.55  0.409
H -2.51 -7.76 11.48  0.402
H -4.35 -9.58 13.34  0.409
H -3.79 -9.12 11.68  0.426
O -2.04 -10.67 16.12  -0.976
H -2.56 -11.13 15.46  0.527
H -1.66 -11.37 16.65  0.517
O -3.45 -8.14 17.26  -0.968
H -3.79 -7.34 16.86  0.518
H -4.21 -8.53 17.69  0.525
O 0.34 -9.18 15.73  -0.972
H 0.72 -9.95 15.31  0.534
H 1.02 -8.52 15.68  0.528


What did the fourth record say?
Computed, not measured: a molecular structure, C4H19FeN4O6 in a non-equilibrium geometry, with the ωB97M-V functional and the def2-TZVPD basis.

Calculated total energy   -2097.46771 hartree
Spin multiplicity   6
Net charge   +2
ΔE to the lowest compared entry with this formula, charge and spin   42.29 kJ/mol
Lowest unoccupied orbital energy (alpha / beta)   -5.79 / -8.64 eV
Orbital gap (alpha / beta)   10.38 / 6.68 eV

Each line ends with the natural charge from an NBO analysis.
Cartesian coordinates (Å):
Fe -1.49 -8.58 16.47  1.893
C 1.07 -5.45 15.23  -0.618
C -0.53 -5.48 15.44  -0.074
O -1.01 -6.45 16.34  -0.664
H 1.35 -4.50 14.78  0.254
H 1.20 -6.34 14.62  0.177
H 1.55 -5.65 16.19  0.218
H -0.95 -5.64 14.45  0.164
H -0.91 -4.56 15.90  0.209
C -1.16 -8.51 19.70  0.815
O -1.36 -8.94 18.51  -0.837
N -2.07 -7.89 20.38  -0.761
N -0.07 -8.83 20.36  -0.769
H -1.77 -7.69 21.32  0.416
H -3.02 -8.07 20.09  0.428
H 0.69 -9.32 19.92  0.426
H 0.18 -8.32 21.19  0.413
C -2.77 -8.52 13.31  0.796
O -2.42 -8.58 14.47  -0.794
N -2.19 -7.77 12.43  -0.778
N -3.77 -9.07 12.69  -0.791
H -1.32 -7.27 12.55  0.409
H -2.51 -7.76 11.48  0.402
H -4.35 -9.58 13.34  0.409
H -3.79 -9.12 11.68  0.426
O -2.04 -10.67 16.12  -0.976
H -2.56 -11.13 15.46  0.527
H -1.66 -11.37 16.65  0.517
O -3.45 -8.14 17.26  -0.968
H -3.79 -7.34 16.86  0.518
H -4.21 -8.53 17.69  0.525
O 0.34 -9.18 15.73  -0.972
H 0.72 -9.95 15.31  0.534
H 1.02 -8.52 15.68  0.528